(1)
The following is a DFT calculation (ωB97M-V/def2-TZVPD) of a structure of composition C39H40Cl2FGeN4O9S2V.

Positions of all 99 atoms, in Å:
V 0.26 0.05 -0.40
O 5.31 3.79 -0.85
C 5.04 4.20 0.38
O 5.72 5.03 0.94
C 3.85 3.62 1.06
C 3.49 3.90 2.36
Cl 4.26 4.84 3.55
N 2.36 3.22 2.64
N 1.94 2.50 1.60
C 2.82 2.73 0.63
C 2.64 2.02 -0.67
O 3.49 2.11 -1.55
O 1.57 1.33 -0.79
C 1.65 3.12 3.88
C 1.16 4.26 4.50
C 0.46 4.13 5.69
C 0.25 2.88 6.24
C 0.73 1.74 5.60
C 1.44 1.86 4.42
H 4.64 3.12 -1.17
H 1.32 5.23 4.05
H 0.07 5.02 6.18
H -0.31 2.78 7.16
H 0.54 0.76 6.01
H 1.81 0.99 3.89
O -0.43 -5.53 -2.30
C -0.35 -6.01 -1.06
O -0.15 -7.17 -0.85
C -0.54 -5.04 0.06
C -0.53 -5.38 1.39
Cl -0.26 -6.87 2.15
N -0.76 -4.25 2.11
N -0.88 -3.18 1.33
C -0.75 -3.63 0.09
C -0.82 -2.63 -1.00
O -0.83 -2.94 -2.18
O -0.85 -1.39 -0.59
C -0.82 -4.05 3.53
C -0.08 -3.00 4.06
C -0.18 -2.73 5.41
C -1.01 -3.50 6.22
C -1.74 -4.54 5.67
C -1.66 -4.82 4.32
H -0.62 -4.56 -2.31
H 0.54 -2.40 3.40
H 0.38 -1.91 5.83
H -1.09 -3.28 7.28
H -2.40 -5.13 6.30
H -2.25 -5.61 3.87
F -6.44 1.16 -1.18
C -5.08 1.18 -1.30
C -4.38 2.25 -0.80
C -3.00 2.26 -0.93
C -2.32 1.22 -1.56
C -0.84 1.26 -1.68
C -3.07 0.15 -2.05
C -4.45 0.12 -1.93
H -4.91 3.06 -0.30
H -2.44 3.09 -0.52
H -0.47 2.28 -1.62
H -0.49 0.82 -2.62
H -2.57 -0.67 -2.53
H -5.04 -0.70 -2.30
C -2.62 5.31 3.44
C -3.24 4.44 2.35
C -3.10 2.94 2.61
C -1.65 2.46 2.71
Ge -1.18 0.49 2.50
C -2.93 -0.27 1.83
C -3.95 -0.45 2.96
C -3.40 -1.20 4.17
C -4.48 -1.51 5.21
H -2.77 6.37 3.23
H -1.55 5.12 3.52
H -3.07 5.08 4.41
H -2.76 4.67 1.39
H -4.30 4.69 2.23
H -3.63 2.39 1.83
H -3.62 2.70 3.55
H -1.22 2.76 3.67
H -1.03 2.97 1.96
H -0.63 0.89 0.72
H -2.70 -1.24 1.39
H -3.36 0.34 1.03
H -4.83 -0.99 2.59
H -4.31 0.53 3.29
H -2.60 -0.61 4.65
H -2.93 -2.12 3.84
H -4.95 -0.59 5.56
H -4.06 -2.03 6.07
H -5.26 -2.14 4.77
C 2.14 -1.86 -2.56
O 1.76 -1.40 -1.25
C 2.47 -1.81 -0.13
S 3.64 -2.95 -0.22
S 1.86 -0.97 1.23
H 1.44 -1.38 -3.23
H 2.06 -2.94 -2.61
H 3.16 -1.54 -2.77

The calculation puts the calculated total energy at -197120.2867 eV. The value obtained for the HOMO energy (spin up / spin down) is -4.78 / -4.79 eV. The net charge is -1. As for the orbital gap (spin up / spin down): 5.6996 / 6.4174 eV. For the relative energy (zero: lowest compared OMol25 entry of this formula, charge and spin), the calculation gives 25.3 kcal per mole. Its spin multiplicity is 2.

Results of the Löwdin charge analysis, in e, for atoms 1 through 2: number 1, V, carries 0.777; number 2, O, carries 0.120

***

(2)
The following is a DFT calculation (ωB97M-V/def2-TZVPD) of a cluster of 11 separate species, C47H76F10N13 in total.

Positions of all 146 atoms, in Å:
C 3.77 -0.68 2.57
C 5.04 0.03 2.10
C 5.01 0.49 0.63
C 5.86 -0.37 -0.28
C 5.51 -1.85 -0.27
C 4.21 -2.19 -1.00
C 3.63 -3.56 -0.62
C 2.25 -3.50 0.02
C 1.45 -4.80 -0.11
C -0.02 -4.60 -0.46
C -0.93 -5.60 0.20
C -2.37 -5.53 -0.33
C -3.43 -5.22 0.73
C -4.41 -4.15 0.25
C -5.20 -3.47 1.37
C -5.38 -1.97 1.19
F -6.38 -1.55 2.05
C -4.14 -1.21 1.63
N -3.30 -0.89 0.44
C -3.90 0.19 -0.40
C -3.24 0.19 -1.79
F -3.59 1.30 -2.49
F -3.69 -0.93 -2.46
C -1.68 0.07 -1.85
F -1.35 0.15 -3.18
F -1.31 -1.16 -1.37
C -0.86 1.20 -1.13
F 0.40 1.19 -1.69
F -1.47 2.41 -1.34
C -0.65 1.06 0.41
F -1.84 1.36 1.05
F -0.33 -0.23 0.75
F 0.32 1.94 0.81
C -5.44 -0.03 -0.43
N -6.00 0.58 -1.60
C -5.77 -1.53 -0.23
C -7.25 -1.80 -0.46
C -7.66 -2.14 -1.89
C -6.69 -2.81 -2.81
N -8.81 -1.86 -2.35
H 3.34 -0.19 3.43
H 3.01 -0.68 1.79
H 3.96 -1.71 2.81
H 5.20 0.90 2.72
H 5.91 -0.59 2.23
H 5.41 1.50 0.57
H 3.98 0.53 0.27
H 6.90 -0.26 -0.01
H 5.74 -0.02 -1.30
H 6.31 -2.42 -0.72
H 5.40 -2.19 0.76
H 3.49 -1.43 -0.75
H 4.37 -2.13 -2.07
H 4.33 -4.02 0.07
H 3.57 -4.17 -1.51
H 1.69 -2.70 -0.48
H 2.34 -3.22 1.06
H 1.53 -5.37 0.81
H 1.91 -5.41 -0.87
H -0.11 -4.65 -1.54
H -0.31 -3.58 -0.19
H -0.52 -6.58 0.01
H -0.91 -5.41 1.27
H -2.61 -6.45 -0.85
H -2.39 -4.75 -1.09
H -2.96 -4.89 1.64
H -3.99 -6.12 0.90
H -3.84 -3.45 -0.36
H -5.11 -4.61 -0.44
H -4.64 -3.61 2.29
H -6.15 -3.93 1.54
H -4.44 -0.28 2.10
H -3.54 -1.73 2.36
H -2.36 -0.66 0.78
H -3.18 -1.74 -0.12
H -3.73 1.15 0.05
H -5.88 0.49 0.42
H -6.93 0.94 -1.46
H -5.96 0.01 -2.42
H -5.21 -2.07 -0.97
H -7.60 -2.60 0.17
H -7.83 -0.93 -0.17
H -5.91 -3.35 -2.28
H -6.20 -2.08 -3.43
H -7.21 -3.51 -3.44
H -9.39 -1.38 -1.66
C 3.18 1.02 6.69
C 3.55 -0.33 6.31
N 3.85 -1.40 6.01
H 3.97 1.46 7.31
H 3.05 1.63 5.80
H 2.25 1.01 7.25
C 6.85 4.09 4.14
C 7.23 2.72 3.82
N 7.54 1.65 3.57
H 7.62 4.56 4.74
H 6.72 4.66 3.22
H 5.91 4.09 4.69
C 10.76 1.01 2.92
C 12.00 1.14 3.68
N 12.97 1.23 4.27
H 10.84 1.57 1.99
H 10.56 -0.03 2.69
H 9.93 1.41 3.50
C -2.50 5.01 -0.03
C -1.98 6.12 0.76
N -1.56 6.98 1.39
H -2.83 4.21 0.63
H -3.35 5.36 -0.63
H -1.72 4.64 -0.69
C -5.10 5.73 -3.72
C -5.68 6.10 -2.44
N -6.11 6.39 -1.41
H -5.52 6.34 -4.51
H -4.03 5.89 -3.70
H -5.30 4.68 -3.92
C 5.13 -7.43 0.00
C 3.77 -7.63 -0.48
N 2.70 -7.79 -0.86
H 5.26 -6.39 0.28
H 5.30 -8.06 0.87
H 5.84 -7.69 -0.78
C 9.85 1.88 -1.46
C 9.49 0.80 -0.55
N 9.21 -0.06 0.16
H 10.48 1.50 -2.26
H 8.95 2.31 -1.89
H 10.39 2.65 -0.92
C -5.92 0.49 4.92
C -5.10 -0.71 4.92
N -4.45 -1.65 4.87
H -6.27 0.70 5.93
H -5.35 1.34 4.56
H -6.79 0.34 4.28
C -1.70 9.30 -4.20
C -2.98 8.78 -4.62
N -4.00 8.37 -4.96
H -1.78 10.34 -3.91
H -1.34 8.72 -3.34
H -0.99 9.20 -5.01
C -2.49 6.94 -8.18
C -1.36 7.38 -7.38
N -0.48 7.73 -6.73
H -2.60 7.59 -9.04
H -2.32 5.92 -8.52
H -3.40 6.98 -7.58

The calculation puts the calculated total energy at -96508.4371 eV. The value obtained for the HOMO energy is -11.93 eV. The net charge is +1. As for the orbital gap: 9.3587 eV. For the relative energy (zero: lowest compared OMol25 entry of this formula, charge and spin), the calculation gives 0.0 kcal per mole.

Results of the Löwdin charge analysis, in e, for atoms 1 through 2: number 1, C, carries -0.100; number 2, C, carries -0.247

***

(3)
The following is a DFT calculation (ωB97M-V/def2-TZVPD) of the ion C5H14N3O with charge +1.

Positions of all 23 atoms, in Å:
C 2.98 0.79 -0.25
C 1.53 0.34 -0.67
C 0.75 -0.38 0.43
N 1.23 -1.67 0.67
N -0.73 -0.47 -0.01
O -1.16 -1.70 -0.47
C -1.85 0.37 0.15
C -3.24 -0.03 -0.21
N -1.56 1.63 0.50
H 2.92 1.13 0.69
H 3.60 -0.03 -0.21
H 3.27 1.47 -0.90
H 1.56 -0.24 -1.58
H 0.90 1.27 -1.11
H 0.60 -0.02 1.47
H 2.01 -1.76 1.24
H 1.50 -2.10 -0.21
H -0.35 -2.34 -0.37
H -3.09 -1.08 -0.67
H -3.63 0.64 -0.85
H -3.95 -0.07 0.69
H -2.24 2.40 0.35
H -1.06 1.85 1.31

The calculation puts the calculated total energy at -11920.3035 eV. Its SMILES is CC[C@H](N)/[N+](O)=C(/C)N. The value obtained for the HOMO energy is -13.54 eV. The net charge is +1. As for the orbital gap: 9.9628 eV. For the relative energy (zero: lowest compared OMol25 entry of this formula, charge and spin), the calculation gives 94.6 kcal per mole.

Results of the natural (NBO) charge analysis, in e, for atoms 1 through 2: number 1, C, carries -0.575; number 2, C, carries -0.427

***

(4)
The following is a DFT calculation (ωB97M-V/def2-TZVPD) of a cluster of 2 separate species, C3H7N3O2 in total.

Positions of all 15 atoms, in Å:
C 0.22 -0.40 -0.28
C 1.17 -0.65 -1.48
C -0.90 1.62 0.77
H 0.20 -0.45 2.59
H -0.34 -2.25 2.03
H 1.55 -1.67 -1.56
H 2.17 -0.01 -1.53
H -0.09 -0.86 -2.90
H -0.43 1.33 -1.27
H -1.76 2.32 0.58
N -0.53 -1.25 1.70
N 0.11 -1.38 0.44
N -0.38 0.86 -0.26
O 0.57 -0.22 -2.61
O -0.40 1.54 1.96

The calculation puts the calculated total energy at -11785.8138 eV. The value obtained for the HOMO energy is -8.62 eV. The net charge is 0. As for the orbital gap: 9.2646 eV. For the relative energy (zero: lowest compared OMol25 entry of this formula, charge and spin), the calculation gives 126.8 kcal per mole.

Results of the natural (NBO) charge analysis, in e, for atoms 1 through 2: number 1, C, carries 0.347; number 2, C, carries -0.084